[1]
C14H22B3N3O4 | ωB97M-V/def2-TZVPD

```
! RIJCOSX wB97M-V def2-TZVPD def2/J DEFGRID3
* xyz 0 1
C 0.59 0.40 0.72
N 1.10 0.93 -0.63
C 1.18 2.47 -0.51
B 2.72 2.98 -0.20
O 3.92 2.13 -0.08
B 4.56 2.48 1.24
O 4.73 3.91 1.68
B 3.40 4.51 1.43
C 2.41 5.18 2.56
O 2.19 4.13 3.59
C 0.75 3.91 3.83
O 2.91 4.46 0.01
H 1.21 0.82 1.63
H -0.54 0.77 0.78
H 0.58 -0.78 0.76
H 0.26 0.80 -1.26
H 0.66 2.99 -1.42
H 0.55 2.74 0.46
H 4.88 1.56 1.95
H 1.37 5.39 2.01
H 2.83 6.18 3.00
H 0.52 2.91 4.44
H 0.38 4.86 4.44
H 0.10 3.84 2.85
C -0.73 -5.56 0.00
C -1.62 -4.50 0.19
C -1.10 -3.25 0.46
N 0.23 -2.99 0.56
C 1.06 -4.03 0.38
C 0.64 -5.32 0.10
H -1.10 -6.55 -0.22
H -2.69 -4.65 0.12
H -1.75 -2.39 0.61
H 2.12 -3.80 0.47
H 1.35 -6.12 -0.04
C -3.94 -1.05 -4.06
C -4.85 -1.54 -3.13
C -4.41 -2.48 -2.22
N -3.15 -2.96 -2.18
C -2.29 -2.46 -3.10
C -2.63 -1.52 -4.05
H -4.25 -0.30 -4.79
H -5.88 -1.19 -3.12
H -5.08 -2.89 -1.47
H -1.28 -2.86 -3.05
H -1.90 -1.15 -4.76
*
```

For the HOMO-LUMO gap, the calculation gives 9.431 eV. As for the SMILES: CNCB1OBOB(COC)O1.c1ccncc1.c1ccncc1. For the HOMO energy, the calculation gives -8.896 eV. The calculation puts the electronic energy at -1086.526676 a.u. The value obtained for the largest force on an atom is 4.70 eV Å⁻¹.

These are the natural (NBO) partial charges, in e, on atoms 1 to 4: number 1, C, carries -0.465; number 2, N, carries -0.614; number 3, C, carries -0.616; number 4, B, carries 1.184


[2]
C14H22Br24O3Si | ωB97M-V/def2-TZVPD

```
! RIJCOSX wB97M-V def2-TZVPD def2/J DEFGRID3
* xyz 0 1
O -3.71 0.16 1.02
C -2.74 -0.61 1.14
O -1.90 -0.90 0.08
C -2.36 -1.29 2.44
C -1.89 -2.74 2.22
Si -0.07 -2.98 1.74
C 0.99 -1.43 1.90
C 1.48 -0.91 0.52
C 1.13 0.54 0.27
O 1.93 1.39 1.09
H -2.44 -1.20 -0.66
H -1.66 -0.67 3.01
H -3.28 -1.30 3.02
H -2.53 -3.13 1.43
H -2.08 -3.30 3.13
H -0.02 -3.49 0.35
H 0.49 -4.01 2.65
H 1.88 -1.70 2.45
H 0.52 -0.62 2.46
H 2.56 -1.00 0.44
H 1.07 -1.48 -0.31
H 0.07 0.75 0.47
H 1.31 0.77 -0.78
H 2.06 2.19 0.58
C 1.90 5.09 3.10
Br 2.03 6.33 4.57
Br 0.08 4.93 2.50
Br 3.10 5.59 1.67
H 2.21 4.13 3.47
C 0.49 3.52 -3.16
Br 2.28 3.05 -3.69
Br -0.69 2.00 -3.24
Br 0.46 4.38 -1.44
H 0.12 4.25 -3.87
C 6.15 1.85 -2.37
Br 7.25 0.28 -2.14
Br 5.43 1.93 -4.15
Br 4.77 1.93 -1.03
H 6.79 2.70 -2.24
C -1.25 8.47 4.34
Br -1.24 9.71 5.82
Br -3.03 8.18 3.67
Br -0.05 9.02 2.94
H -0.89 7.53 4.71
C 4.14 -3.62 -1.31
Br 5.91 -4.31 -1.65
Br 4.09 -1.71 -1.46
Br 2.83 -4.45 -2.44
H 3.89 -3.88 -0.29
C -7.02 -0.01 0.57
Br -8.22 1.43 0.16
Br -7.20 -0.60 2.39
Br -7.23 -1.48 -0.66
H -6.01 0.36 0.46
C 3.03 -4.90 -6.48
Br 1.73 -3.48 -6.47
Br 2.90 -5.97 -8.08
Br 4.81 -4.22 -6.22
H 2.81 -5.54 -5.64
C -5.48 -5.03 -0.68
Br -3.72 -5.55 -1.26
Br -6.73 -6.49 -0.74
Br -5.43 -4.21 1.06
H -5.84 -4.28 -1.37
*
```

For the HOMO-LUMO gap, the calculation gives 9.975 eV. For the HOMO energy, the calculation gives -10.189 eV. The calculation puts the electronic energy at -62838.099802 a.u. The value obtained for the largest force on an atom is 3.33 eV Å⁻¹.

These are the natural (NBO) partial charges, in e, on atoms 1 to 4: number 1, O, carries -0.593; number 2, C, carries 0.813; number 3, O, carries -0.723; number 4, C, carries -0.518


[3]
C14H22BrCl2NO5 | ωB97M-V/def2-TZVPD

```
! RIJCOSX wB97M-V def2-TZVPD def2/J DEFGRID3
* xyz 0 1
C 1.02 -0.84 -0.24
C 0.38 -0.10 -1.56
Cl 1.57 -0.38 -2.99
C 0.24 1.52 -1.38
Cl 1.15 2.34 -2.82
C -1.32 2.09 -1.48
O -1.43 3.44 -1.50
O -2.46 1.16 -1.59
C -3.62 1.59 -0.79
O -4.37 2.66 -1.51
Br -3.18 2.16 1.09
C -4.64 0.28 -0.72
C -5.89 0.24 -1.81
C -6.79 -1.16 -1.63
C -6.29 -2.17 -0.45
N -5.15 -2.07 0.51
C -4.29 -0.86 0.38
H 2.17 -0.63 -0.26
H 0.49 -0.55 0.78
H 0.84 -1.99 -0.38
H -0.61 -0.66 -1.85
H 0.80 1.88 -0.42
H -5.20 2.90 -1.00
H -6.11 1.06 -2.62
H -7.72 -1.39 -2.34
H -6.96 -3.15 -0.34
H -3.35 -0.77 1.12
C 6.18 0.93 -1.20
C 5.19 0.22 -0.30
O 4.37 -0.64 -1.06
H 5.66 1.50 -1.97
H 6.82 1.60 -0.62
H 6.81 0.20 -1.72
H 4.54 0.95 0.20
H 5.70 -0.37 0.47
H 4.95 -1.29 -1.50
C 2.00 -0.95 4.57
C 2.37 -1.57 3.24
O 2.39 -0.57 2.23
H 1.02 -0.47 4.51
H 1.98 -1.71 5.36
H 2.72 -0.17 4.85
H 1.64 -2.33 2.95
H 3.36 -2.04 3.29
H 3.05 0.09 2.49
*
```

For the HOMO-LUMO gap, the calculation gives 8.688 eV. As for the SMILES: C[C@H](Cl)[C@@H](Cl)C(=O)O[C@](O)(Br)c1cccnc1.CCO.CCO. For the HOMO energy, the calculation gives -9.181 eV. The calculation puts the electronic energy at -4471.603930 a.u. The value obtained for the largest force on an atom is 9.50 eV Å⁻¹.

These are the natural (NBO) partial charges, in e, on atoms 1 to 4: number 1, C, carries -0.660; number 2, C, carries -0.195; number 3, Cl, carries -0.084; number 4, C, carries -0.277


[4]
C14H22F2NO5 | ωB97M-V/def2-TZVPD

```
! RIJCOSX wB97M-V def2-TZVPD def2/J DEFGRID3
* xyz 0 2
C 0.93 -3.35 1.69
C 1.07 -2.55 0.39
C 1.26 -3.52 -0.78
C 2.29 -1.61 0.46
C 2.06 -0.19 0.97
F 3.01 0.00 2.02
C 2.38 0.90 -0.11
C 3.62 1.69 0.22
O 3.63 2.89 0.33
C 0.70 0.07 1.62
C -0.55 -0.66 1.05
C -1.44 -1.22 2.19
C -1.36 0.33 0.20
N -0.15 -1.76 0.14
O -1.14 -2.41 -0.35
H -0.01 -3.90 1.71
H 1.75 -4.09 1.73
H 1.01 -2.73 2.59
H 2.30 -3.87 -0.78
H 0.61 -4.39 -0.67
H 1.04 -3.03 -1.72
H 3.03 -2.07 1.12
H 2.75 -1.57 -0.53
H 2.57 0.42 -1.07
H 1.55 1.60 -0.22
H 4.54 1.11 0.36
H 0.82 -0.12 2.69
H 0.51 1.15 1.53
H -2.46 -0.84 2.10
H -1.49 -2.31 2.16
H -1.06 -0.94 3.17
H -0.84 0.52 -0.74
H -2.33 -0.10 -0.05
H -1.50 1.28 0.72
C -3.32 4.29 -2.91
C -3.57 2.84 -2.53
O -2.31 2.43 -2.06
C -1.63 3.52 -1.62
O -0.63 3.49 -0.98
O -2.26 4.65 -2.02
F -3.93 2.08 -3.59
H -2.98 4.35 -3.94
H -4.18 4.94 -2.75
H -4.31 2.70 -1.74
*
```

For the HOMO-LUMO gap (spin up / spin down), the calculation gives 8.841 / 10.013 eV. The expectation value of S² is 0.7540. For the HOMO energy (spin up / spin down), the calculation gives -8.236 / -9.582 eV. The calculation puts the electronic energy at -1177.276124 a.u. The value obtained for the largest force on an atom is 0.53 eV Å⁻¹.

These are the natural (NBO) partial charges, in e, on atoms 1 to 4: number 1, C, carries -0.626; number 2, C, carries 0.099; number 3, C, carries -0.603; number 4, C, carries -0.447